# 1
DFT (ωB97M-V/def2-TZVPD) results for a cluster of 3 separate species, C31H64IN2O5PS in total at a distorted geometry.

**Net charge**: 0
**Spin multiplicity**: 3
**ΔE to the lowest compared entry with this formula, charge and spin**: 0.000 eV
**Expectation value of S²**: 2.01
**E_LUMO (alpha / beta)**: 0.4185 / -0.1234 eV

Last column: Löwdin spin population.
Positions of all 105 atoms, in Å:
C 6.607 -0.063 0.774  0.000
C 6.174 -0.146 2.248  0.000
C 4.957 -1.057 2.496  0.000
I 5.494 -2.414 4.106  0.000
P 3.384 0.000 2.980  0.000
S 1.736 1.347 3.708  0.000
C 2.359 -1.470 3.374  0.000
C 0.861 -1.432 3.077  0.000
C 0.504 -1.089 1.617  0.000
C -0.556 0.007 1.460  0.000
C -0.412 0.854 0.180  0.000
C -0.251 2.325 0.474  0.000
O -1.377 2.891 1.138  0.000
C -0.966 3.724 2.199  0.000
C 3.406 0.839 1.336  0.000
C 4.042 2.248 1.406  0.000
C 3.134 3.327 0.847  0.000
O 2.999 4.418 1.385  0.000
O 2.442 3.015 -0.272  0.000
H 6.840 0.962 0.505  0.000
H 7.528 -0.615 0.622  0.000
H 5.871 -0.463 0.086  0.000
H 7.020 -0.518 2.808  0.000
H 5.983 0.844 2.660  0.000
H 4.775 -1.645 1.601  0.000
H 4.190 0.555 3.994  0.000
H 2.369 2.520 3.844  0.000
H 2.766 -2.296 2.801  0.000
H 2.529 -1.685 4.422  0.000
H 0.522 -2.453 3.242  0.000
H 0.300 -0.836 3.788  0.000
H 1.392 -0.872 1.028  0.000
H 0.070 -1.983 1.179  0.000
H -1.520 -0.490 1.407  0.000
H -0.598 0.670 2.318  0.000
H -1.282 0.692 -0.451  0.000
H 0.458 0.552 -0.401  0.000
H -0.047 2.890 -0.435  0.000
H 0.618 2.426 1.125  0.000
H -0.633 3.137 3.055  0.000
H -0.161 4.388 1.884  0.000
H -1.804 4.343 2.499  0.000
H 3.872 0.224 0.573  0.000
H 2.372 0.975 1.041  0.000
H 4.986 2.260 0.870  0.000
H 4.250 2.547 2.424  0.000
H 2.787 2.207 -0.662  0.000
C 4.723 0.148 -4.943  0.003
C 3.751 -0.548 -3.954  0.027
C 3.302 -1.908 -4.496  0.017
C 2.310 -1.813 -5.651  0.001
C 1.119 -0.937 -5.268  0.016
C 1.537 0.445 -4.768  0.027
N 2.561 0.316 -3.685  0.381
O 2.002 0.003 -2.563  0.518
C 2.065 1.280 -5.948  0.002
C 0.325 1.191 -4.225  -0.001
C 4.522 -0.771 -2.658  -0.001
H 5.737 0.161 -4.546  0.000
H 4.762 -0.350 -5.912  0.000
H 4.459 1.190 -5.109  0.001
H 2.837 -2.477 -3.684  0.002
H 4.187 -2.469 -4.804  0.002
H 2.799 -1.427 -6.550  0.000
H 1.956 -2.814 -5.906  0.001
H 0.452 -0.815 -6.123  0.002
H 0.542 -1.444 -4.489  0.002
H 2.466 2.233 -5.601  0.001
H 1.246 1.497 -6.632  0.000
H 2.832 0.777 -6.532  0.000
H -0.193 0.628 -3.452  0.000
H -0.380 1.370 -5.036  0.000
H 0.615 2.157 -3.808  0.000
H 4.818 0.179 -2.209  0.000
H 5.425 -1.338 -2.880  0.000
H 3.947 -1.337 -1.926  0.000
C -5.520 -0.148 3.494  0.003
C -5.642 0.037 1.957  0.026
C -6.963 0.720 1.595  0.016
C -8.185 -0.182 1.744  0.001
C -7.991 -1.485 0.971  0.015
C -6.701 -2.212 1.350  0.026
N -5.535 -1.281 1.259  0.369
O -5.161 -1.133 0.031  0.534
C -6.845 -2.801 2.765  0.002
C -6.475 -3.394 0.418  -0.001
C -4.492 0.937 1.531  -0.001
H -4.766 0.522 3.904  0.000
H -6.455 0.058 4.017  0.000
H -5.198 -1.152 3.760  0.001
H -6.909 1.065 0.558  0.002
H -7.074 1.612 2.215  0.002
H -8.387 -0.388 2.799  0.000
H -9.067 0.337 1.364  0.001
H -8.837 -2.153 1.143  0.002
H -7.979 -1.264 -0.101  0.002
H -5.903 -3.236 3.102  0.001
H -7.590 -3.597 2.752  0.000
H -7.175 -2.079 3.508  0.000
H -6.470 -3.096 -0.628  -0.001
H -7.277 -4.119 0.554  0.000
H -5.528 -3.888 0.638  0.000
H -3.529 0.463 1.724  0.000
H -4.527 1.867 2.098  0.000
H -4.533 1.204 0.477  -0.001

# 2
DFT (ωB97M-V/def2-TZVPD) results for the molecule C11H21P at a distorted geometry.

**Net charge**: 0
**Spin multiplicity**: 1
**ΔE to the lowest compared entry with this formula, charge and spin**: 1.607 eV
**SMILES**: C=[P@]1(C)C=C[C@H](C)[C@@H](C)[C@H]1CC
**E_LUMO**: 0.7891 eV

Last column: Löwdin charge in e.
Positions of all 33 atoms, in Å:
C -1.852 0.427 -1.255  -0.109
C -2.216 -0.291 -0.205  -0.221
C -1.189 -2.842 0.742  -0.250
C -0.473 0.934 -1.698  -0.321
C 0.487 1.122 -0.545  -0.323
C 0.505 -0.265 0.165  -0.364
C 0.013 0.091 -2.884  -0.033
C -0.080 2.212 0.359  -0.051
C 2.963 -0.290 0.573  -0.108
C -1.234 -0.360 2.506  -0.170
C 1.592 -0.497 1.202  -0.274
P -1.028 -1.103 0.813  0.800
H -2.735 0.867 -1.877  0.141
H -3.358 -0.427 -0.136  0.117
H -0.359 -3.283 1.164  -0.075
H -1.287 -3.044 -0.272  -0.064
H -0.500 2.002 -1.972  0.141
H 1.368 1.496 -0.920  0.112
H 0.783 -0.839 -0.811  0.136
H 0.068 -0.882 -2.676  0.037
H 0.934 0.309 -3.310  0.073
H -0.544 0.140 -3.723  0.050
H -1.037 1.964 0.739  0.054
H -0.253 3.056 -0.141  0.034
H 0.371 2.474 1.335  0.101
H 2.993 -0.179 -0.568  0.094
H 3.720 -1.130 0.812  0.103
H 3.313 0.652 0.879  0.042
H -0.587 -1.086 3.111  0.082
H -1.042 0.617 2.385  -0.033
H -2.338 -0.560 2.784  0.086
H 1.459 0.233 2.042  0.125
H 1.548 -1.516 1.382  0.069

# 3
DFT (ωB97M-V/def2-TZVPD) results for a structure of composition C16H26F12N2O22S4Zr at a distorted geometry.

**Net charge**: 0
**Spin multiplicity**: 1
**E_LUMO**: -2.2062 eV

Last column: Löwdin charge in e.
Positions of all 83 atoms, in Å:
Zr -2.272 0.392 1.103  2.007
C -5.069 2.003 4.235  -0.584
F -4.820 0.719 4.492  0.125
F -6.185 1.945 3.464  0.128
F -5.299 2.572 5.420  0.155
S -3.595 2.906 3.262  0.763
O -4.105 3.290 1.946  -0.312
O -3.207 3.997 4.137  -0.256
N -2.416 1.575 2.867  -0.434
S -1.144 1.979 3.860  0.643
O -0.103 1.018 3.553  -0.294
O -0.713 3.370 3.858  -0.262
C -1.709 1.602 5.749  -0.570
F -2.584 2.565 6.171  0.101
F -2.287 0.391 5.804  0.126
F -0.689 1.623 6.583  0.176
C -3.734 -3.676 0.108  -0.602
F -4.233 -4.567 -0.766  0.157
F -4.705 -2.897 0.591  0.134
F -3.078 -4.283 1.096  0.154
S -2.404 -2.559 -0.797  0.755
O -1.222 -2.809 -0.016  -0.291
O -2.282 -3.101 -2.160  -0.272
N -2.932 -0.787 -0.537  -0.433
S -4.039 -0.824 -1.714  0.593
O -4.627 -2.064 -2.159  -0.270
O -5.073 0.161 -1.479  -0.292
C -3.063 -0.133 -3.309  -0.641
F -1.806 -0.515 -3.185  0.133
F -3.584 -0.640 -4.404  0.185
F -3.131 1.189 -3.316  0.149
C -1.814 -2.533 4.158  0.061
C -2.048 -1.695 2.937  -0.706
O -1.157 -1.076 2.356  -0.118
O -3.098 -1.374 2.414  -0.075
H -0.756 -2.444 4.403  0.100
H -2.117 -3.573 4.038  0.096
H -2.363 -2.142 5.014  0.088
C 1.414 1.479 -0.705  0.051
C 0.286 0.991 0.142  -0.664
O -0.455 1.744 0.808  -0.118
O -0.326 0.003 -0.179  -0.045
H 1.561 2.558 -0.675  0.059
H 1.309 1.244 -1.764  0.101
H 2.301 0.990 -0.301  0.098
C 5.914 -1.608 -2.244  -0.020
C 5.371 -0.404 -1.558  -0.361
C 6.351 0.474 -0.710  -0.074
O 6.197 1.739 -1.302  0.106
C 5.103 1.742 -2.088  -0.459
O 4.553 2.705 -2.650  0.108
O 4.827 0.480 -2.464  0.103
H 6.659 -1.477 -3.028  0.098
H 5.238 -2.314 -2.726  0.076
H 6.457 -2.203 -1.509  0.093
H 4.655 -0.731 -0.804  0.137
H 7.360 0.064 -0.754  0.138
H 5.971 0.319 0.299  0.134
C 2.683 -4.193 -1.425  -0.007
C 1.626 -3.507 -2.379  -0.268
C 1.656 -1.968 -2.577  -0.060
O 2.108 -1.761 -3.902  0.117
C 2.206 -2.864 -4.524  -0.551
O 2.444 -2.958 -5.740  0.107
O 1.974 -3.932 -3.676  0.059
H 2.638 -5.279 -1.502  0.083
H 2.396 -3.967 -0.398  0.077
H 3.714 -3.866 -1.562  0.063
H 0.708 -4.023 -2.099  0.140
H 2.356 -1.507 -1.879  0.114
H 0.767 -1.429 -2.249  0.111
O 3.064 4.758 -1.736  -0.040
H 2.216 4.338 -1.885  0.002
H 3.706 4.072 -1.918  -0.019
O 1.469 4.716 1.069  -0.034
H 0.898 3.975 1.270  0.003
H 1.595 4.672 0.121  -0.018
O -1.175 3.279 -2.305  -0.016
H -0.423 2.975 -2.814  0.054
H -0.845 4.032 -1.815  0.055
O -2.935 2.030 -0.332  -0.096
H -3.801 2.375 -0.550  0.096
H -2.324 2.629 -0.761  0.049

Calculated energy, -2742.34585, -772.90939, -5228.23358 hartree (same order as the records).